(1)
Molecular formula: C4H14N3O
Method: DFT, ωB97M-V with the def2-TZVPD basis set

As for the charge: -1. The calculation puts the HOMO-LUMO gap at 6.8 eV. The max |F| is 0.9 eV Å⁻¹. Its HOMO energy is -2.7828 eV. Its spin multiplicity is 1. The value obtained for the LUMO energy is 4.00 eV. For the energy above the lowest of the compared OMol25 structures with the same formula, charge and spin, the calculation gives 0.218 eV.

Cartesian coordinates (Å):
N: 1.697 0.206 -2.242
H: -2.520 2.816 0.099
H: -0.872 0.312 1.876
H: 2.636 0.233 -2.620
H: 0.630 -1.643 1.097
C: 1.562 -0.873 -1.244
H: 3.011 -0.179 0.211
N: -2.438 2.098 0.811
H: 2.167 -1.745 -1.509
C: 1.933 -0.394 0.150
H: 0.513 -1.166 -1.178
H: -2.510 -0.300 1.879
H: 1.416 0.555 0.340
N: 1.672 -1.484 1.097
O: -1.157 -1.375 0.697
C: -1.600 -0.209 1.209
H: 1.994 -1.193 2.002
C: -1.992 0.838 0.158
H: -1.161 1.108 -0.502
H: -2.733 0.390 -0.520
H: 1.107 0.049 -3.034
H: -3.354 1.955 1.221

---

(2)
Molecular formula: C15H30N5O2ReSi
Method: DFT, ωB97M-V with the def2-TZVPD basis set

As for the charge: +3. The calculation puts the HOMO-LUMO gap (spin up / spin down) at 8.1 / 7.3 eV. The expectation value of S² is 0.76. The max |F| is 2.6 eV Å⁻¹. Its HOMO energy (spin up / spin down) is -18.5560 / -18.4098 eV. Its spin multiplicity is 2. The value obtained for the LUMO energy (spin up / spin down) is -10.47 / -11.16 eV. For the energy above the lowest of the compared OMol25 structures with the same formula, charge and spin, the calculation gives 0.301 eV.

Cartesian coordinates (Å):
H: 2.695 -1.515 4.330
C: -1.941 0.140 -4.293
H: 2.435 -2.357 -0.551
H: -4.339 -2.688 3.530
C: -1.634 -0.227 3.431
H: -2.414 -1.022 -1.329
H: -1.825 0.155 -5.379
H: 0.340 3.203 -2.947
C: 0.309 2.203 0.419
N: -2.774 -0.843 3.662
H: 0.126 3.201 0.830
H: -2.058 -0.907 -4.009
C: 3.339 -1.175 1.002
C: 2.120 2.209 1.946
H: -3.377 -3.717 2.502
Re: 1.121 -0.663 1.983
C: 2.470 -2.153 0.511
H: -1.726 1.651 0.852
H: -2.810 0.685 -1.736
N: -3.680 -2.788 2.766
H: 3.953 -0.609 0.313
O: -1.074 0.369 -0.606
H: -0.628 3.187 -4.402
C: 1.122 0.325 -4.349
H: 2.846 2.283 1.137
H: -1.353 0.701 3.902
H: -3.045 0.079 -0.055
N: -1.561 -2.025 2.232
H: 1.768 3.193 2.249
H: 1.066 -3.722 1.037
O: 0.952 1.432 1.472
C: 1.713 -2.929 1.390
C: 2.611 -1.668 3.262
H: -1.444 2.409 -0.736
H: -1.438 3.110 -2.864
H: 2.028 0.721 -3.889
Si: -0.436 0.917 -3.547
H: 1.129 0.653 -5.391
H: 1.183 -0.764 -4.363
H: 4.127 -0.203 2.735
H: -2.870 0.670 -4.080
H: 2.533 1.691 2.805
N: -2.651 -1.919 2.894
C: 3.438 -0.946 2.354
C: -0.552 2.762 -3.399
N: -0.867 -0.910 2.561
C: -1.045 1.713 0.003
H: 0.854 0.481 -1.380
C: -2.464 -0.001 -0.968
C: 1.739 -2.667 2.755
H: 1.157 -3.259 3.449
C: -0.104 0.154 -1.781
H: 1.005 2.313 -0.414
H: -0.068 -0.935 -1.842

---

(3)
Molecular formula: C23H13Cl4NO3
Method: DFT, ωB97M-V with the def2-TZVPD basis set

The calculation puts the HOMO-LUMO gap at 6.1 eV. The max |F| is 1.7 eV Å⁻¹. Its HOMO energy is -7.6060 eV. Its spin multiplicity is 1. The value obtained for the LUMO energy is -1.53 eV.

Cartesian coordinates (Å):
C: -0.923 -0.198 2.286
C: 0.568 -2.679 -0.437
N: 0.168 -0.042 1.411
C: 0.603 -1.079 3.981
Cl: 2.876 -3.956 -0.919
O: 2.160 0.084 -0.802
C: -1.844 -1.122 4.345
C: 1.964 2.343 -2.320
C: 1.378 -2.699 -2.797
C: -0.488 3.634 -2.634
C: 1.430 -0.197 1.909
Cl: 0.613 -3.267 1.169
C: -3.304 -0.112 2.703
H: -4.303 0.162 2.365
C: -0.352 2.620 -1.680
C: -2.205 0.208 1.907
H: 2.692 -0.903 3.453
C: -3.118 -0.785 3.926
Cl: -1.913 -0.285 -2.603
H: 0.754 -1.540 4.952
H: -1.178 2.384 -1.011
H: -1.456 4.121 -2.762
H: -2.364 0.782 0.998
C: -0.049 0.126 0.032
C: 1.052 0.662 -0.750
C: 0.854 1.902 -1.579
H: -3.980 -1.022 4.549
C: -0.624 -1.336 -2.205
O: 2.099 -3.192 -3.654
H: 0.502 4.808 -4.159
H: -1.052 0.413 -0.252
H: -1.672 -1.635 5.294
H: 2.731 3.721 -3.773
H: 2.923 1.840 -2.182
Cl: 0.301 -1.114 -4.712
C: 1.849 3.398 -3.220
C: 1.504 -3.039 -1.347
C: -0.632 -1.843 -0.791
C: 1.658 -0.739 3.165
H: 2.261 0.023 1.257
C: 0.607 4.016 -3.417
C: 0.296 -1.722 -3.121
C: -0.706 -0.808 3.554
O: -1.682 -1.931 -0.129

---

(4)
Molecular formula: C3H6N7O3
Method: DFT, ωB97M-V with the def2-TZVPD basis set

As for the charge: +1. The calculation puts the HOMO-LUMO gap at 10.2 eV. The max |F| is 4.2 eV Å⁻¹. Its HOMO energy is -14.4660 eV. Its spin multiplicity is 1. The value obtained for the LUMO energy is -4.28 eV. For the energy above the lowest of the compared OMol25 structures with the same formula, charge and spin, the calculation gives 0.000 eV.

Cartesian coordinates (Å):
N: 1.786 0.119 -0.482
H: 3.637 0.232 -1.083
N: 1.949 -1.111 -0.112
N: 0.898 -1.625 0.229
N: -1.534 -1.673 1.732
H: -4.356 -0.285 -0.346
O: -3.631 -0.454 0.339
N: -2.388 -0.280 -0.105
H: 2.336 1.615 -1.653
C: 0.564 0.522 -0.339
N: -0.045 -0.698 0.067
O: -0.944 -1.117 2.632
C: -1.395 -0.907 0.438
H: 0.440 2.490 -0.996
N: -0.082 1.666 -0.573
H: -1.047 1.563 -0.696
C: 2.876 0.987 -0.828
H: 3.203 1.564 0.044
O: -2.267 -2.607 1.731

---

(5)
Molecular formula: C22H36NiO2P2
Method: DFT, ωB97M-V with the def2-TZVPD basis set

The calculation puts the HOMO-LUMO gap (spin up / spin down) at 4.9 / 5.0 eV. The expectation value of S² is 2.03. The max |F| is 3.6 eV Å⁻¹. Its HOMO energy (spin up / spin down) is -6.8868 / -7.2792 eV. Its spin multiplicity is 3. The value obtained for the LUMO energy (spin up / spin down) is -2.00 / -2.29 eV. For the energy above the lowest of the compared OMol25 structures with the same formula, charge and spin, the calculation gives 4.531 eV.

Cartesian coordinates (Å):
Ni: 2.419 -1.420 -1.761
H: 1.964 -3.588 -3.888
H: -4.234 0.280 -0.107
C: -0.404 -3.436 -2.601
C: -1.152 -0.955 -0.241
H: 1.915 -0.149 -4.433
C: 2.128 -2.246 -0.090
C: 0.849 0.078 -4.291
H: -1.141 2.824 -2.726
H: -2.949 0.189 1.192
C: 1.889 2.700 -3.158
C: -3.144 0.346 0.103
H: -1.002 -1.010 -3.729
H: 1.452 1.048 0.375
H: -0.769 -1.811 0.317
H: -2.644 1.904 -1.363
C: 0.029 0.466 5.240
H: 3.155 -2.560 0.150
C: 2.378 -2.641 -3.462
C: -0.132 0.059 -0.642
H: 2.194 -0.544 7.669
C: -0.288 2.291 0.647
C: 1.260 -0.197 7.225
H: -0.666 0.673 -1.413
H: -2.994 -1.250 -1.414
C: 0.363 0.948 0.479
H: 0.454 3.035 0.977
O: -1.225 0.578 3.254
H: -1.947 0.689 8.020
H: 0.158 -1.944 -4.740
H: 3.252 -2.785 -2.729
O: 1.072 0.486 3.159
C: -0.761 2.100 -3.448
H: -3.570 2.432 0.050
H: 2.907 2.345 -3.364
H: -1.412 -3.015 -2.625
H: -1.570 1.399 -3.669
H: 1.909 3.302 -2.238
C: -1.570 2.592 0.371
P: 0.782 -2.129 -2.646
C: 1.230 0.078 5.860
H: 1.748 -1.696 0.783
C: 0.111 -0.012 8.013
H: 0.423 0.561 -5.177
H: -0.354 -4.111 -1.742
H: -0.536 2.642 -4.374
H: 2.125 -0.013 5.244
H: 0.253 0.364 1.397
C: -1.113 0.693 6.032
C: -2.417 -0.722 -0.644
H: 0.822 -0.481 -1.040
H: 0.135 -0.235 9.078
H: -1.836 3.650 0.606
C: -1.069 0.479 7.419
C: 0.053 -1.169 -3.976
H: -2.025 1.025 5.540
H: -0.221 -3.986 -3.532
P: 0.793 1.265 -2.873
H: 1.498 3.300 -3.998
H: 2.693 -1.907 -4.235
C: -2.710 1.825 -0.268
C: -0.061 0.506 3.729
H: 1.500 -3.137 -0.292

---

(6)
Molecular formula: C2H7N2
Method: DFT, ωB97M-V with the def2-TZVPD basis set

As for the charge: +1. The calculation puts the HOMO-LUMO gap at 11.4 eV. The max |F| is 4.2 eV Å⁻¹. Its HOMO energy is -15.1167 eV. Its spin multiplicity is 1. The value obtained for the LUMO energy is -3.72 eV. For the energy above the lowest of the compared OMol25 structures with the same formula, charge and spin, the calculation gives 2.631 eV.

Cartesian coordinates (Å):
H: 0.251 -1.974 -0.389
N: -0.849 0.021 -0.259
N: 1.220 -0.036 -0.338
H: -1.078 0.084 -1.241
C: 0.269 1.008 0.107
H: 0.325 -1.071 1.195
H: 0.211 1.959 -0.274
H: 0.175 0.817 1.202
H: 2.195 0.034 0.086
C: 0.256 -0.981 0.157
H: -1.770 0.082 0.304

---

- Look up the max |F| of the third one.
  1.7 eV Å⁻¹

---

- What is the formula in the first record?
  C4H14N3O

---

What did the fifth record say?
Molecular formula: C22H36NiO2P2
Method: DFT, ωB97M-V with the def2-TZVPD basis set

The calculation puts the HOMO-LUMO gap (spin up / spin down) at 4.9 / 5.0 eV. The expectation value of S² is 2.03. The max |F| is 3.6 eV Å⁻¹. Its HOMO energy (spin up / spin down) is -6.8868 / -7.2792 eV. Its spin multiplicity is 3. The value obtained for the LUMO energy (spin up / spin down) is -2.00 / -2.29 eV. For the energy above the lowest of the compared OMol25 structures with the same formula, charge and spin, the calculation gives 4.531 eV.

Cartesian coordinates (Å):
Ni: 2.419 -1.420 -1.761
H: 1.964 -3.588 -3.888
H: -4.234 0.280 -0.107
C: -0.404 -3.436 -2.601
C: -1.152 -0.955 -0.241
H: 1.915 -0.149 -4.433
C: 2.128 -2.246 -0.090
C: 0.849 0.078 -4.291
H: -1.141 2.824 -2.726
H: -2.949 0.189 1.192
C: 1.889 2.700 -3.158
C: -3.144 0.346 0.103
H: -1.002 -1.010 -3.729
H: 1.452 1.048 0.375
H: -0.769 -1.811 0.317
H: -2.644 1.904 -1.363
C: 0.029 0.466 5.240
H: 3.155 -2.560 0.150
C: 2.378 -2.641 -3.462
C: -0.132 0.059 -0.642
H: 2.194 -0.544 7.669
C: -0.288 2.291 0.647
C: 1.260 -0.197 7.225
H: -0.666 0.673 -1.413
H: -2.994 -1.250 -1.414
C: 0.363 0.948 0.479
H: 0.454 3.035 0.977
O: -1.225 0.578 3.254
H: -1.947 0.689 8.020
H: 0.158 -1.944 -4.740
H: 3.252 -2.785 -2.729
O: 1.072 0.486 3.159
C: -0.761 2.100 -3.448
H: -3.570 2.432 0.050
H: 2.907 2.345 -3.364
H: -1.412 -3.015 -2.625
H: -1.570 1.399 -3.669
H: 1.909 3.302 -2.238
C: -1.570 2.592 0.371
P: 0.782 -2.129 -2.646
C: 1.230 0.078 5.860
H: 1.748 -1.696 0.783
C: 0.111 -0.012 8.013
H: 0.423 0.561 -5.177
H: -0.354 -4.111 -1.742
H: -0.536 2.642 -4.374
H: 2.125 -0.013 5.244
H: 0.253 0.364 1.397
C: -1.113 0.693 6.032
C: -2.417 -0.722 -0.644
H: 0.822 -0.481 -1.040
H: 0.135 -0.235 9.078
H: -1.836 3.650 0.606
C: -1.069 0.479 7.419
C: 0.053 -1.169 -3.976
H: -2.025 1.025 5.540
H: -0.221 -3.986 -3.532
P: 0.793 1.265 -2.873
H: 1.498 3.300 -3.998
H: 2.693 -1.907 -4.235
C: -2.710 1.825 -0.268
C: -0.061 0.506 3.729
H: 1.500 -3.137 -0.292

---

What did the first record say?
Molecular formula: C4H14N3O
Method: DFT, ωB97M-V with the def2-TZVPD basis set

As for the charge: -1. The calculation puts the HOMO-LUMO gap at 6.8 eV. The max |F| is 0.9 eV Å⁻¹. Its HOMO energy is -2.7828 eV. Its spin multiplicity is 1. The value obtained for the LUMO energy is 4.00 eV. For the energy above the lowest of the compared OMol25 structures with the same formula, charge and spin, the calculation gives 0.218 eV.

Cartesian coordinates (Å):
N: 1.697 0.206 -2.242
H: -2.520 2.816 0.099
H: -0.872 0.312 1.876
H: 2.636 0.233 -2.620
H: 0.630 -1.643 1.097
C: 1.562 -0.873 -1.244
H: 3.011 -0.179 0.211
N: -2.438 2.098 0.811
H: 2.167 -1.745 -1.509
C: 1.933 -0.394 0.150
H: 0.513 -1.166 -1.178
H: -2.510 -0.300 1.879
H: 1.416 0.555 0.340
N: 1.672 -1.484 1.097
O: -1.157 -1.375 0.697
C: -1.600 -0.209 1.209
H: 1.994 -1.193 2.002
C: -1.992 0.838 0.158
H: -1.161 1.108 -0.502
H: -2.733 0.390 -0.520
H: 1.107 0.049 -3.034
H: -3.354 1.955 1.221